No. 1
{
  "formula": "C6H9NO",
  "method": "ωB97M-V/def2-TZVPD",
  "species": ["C", "C", "C", "C", "C", "C", "H", "H", "H", "H", "H", "H", "H", "H", "H", "N", "O"],
  "positions_angstrom": [[1.78, -1.01, -0.25], [0.54, -0.19, 0.00], [0.66, 1.24, 0.47], [-0.49, 1.27, -0.53], [-1.71, 0.36, 0.00], [-0.82, -0.76, 0.49], [2.32, -0.59, -1.05], [1.47, -1.96, -0.49], [2.44, -1.10, 0.63], [1.62, 1.78, 0.16], [0.46, 1.43, 1.54], [-0.81, 2.17, -0.99], [-2.45, 0.76, 0.63], [-2.51, -1.44, -0.13], [-0.90, -1.32, 1.46], [-1.78, -0.94, -0.63], [0.18, 0.30, -1.32]],
  "lumo_energy_ev": 0.964,
  "max_force_ev_per_a": 3.2,
  "gap_ev": 9.9840
}

---

No. 2
{
  "formula": "C2H4N2O",
  "method": "ωB97M-V/def2-TZVPD",
  "species": ["N", "C", "N", "C", "O", "H", "H", "H", "H"],
  "positions_angstrom": [[-0.91, 0.88, 1.52], [-0.73, 0.34, 0.40], [0.37, -0.49, 0.18], [0.99, -0.60, -1.05], [2.09, -1.09, -1.21], [-1.76, 1.44, 1.51], [-1.38, 0.43, -0.48], [0.93, -0.72, 0.99], [0.38, -0.19, -1.87]],
  "smiles": "[H]/N=C/NC=O",
  "lumo_energy_ev": 0.870,
  "max_force_ev_per_a": 0.5,
  "gap_ev": 11.1009
}

---

No. 3
{
  "formula": "C6H13N",
  "method": "ωB97M-V/def2-TZVPD",
  "species": ["C", "C", "C", "C", "C", "N", "C", "H", "H", "H", "H", "H", "H", "H", "H", "H", "H", "H", "H", "H"],
  "positions_angstrom": [[-2.87, 1.70, 0.08], [-1.34, 1.85, -0.10], [-0.53, 0.85, 0.72], [0.07, -0.31, -0.04], [1.38, -0.49, -0.15], [1.99, -1.50, -0.93], [2.69, -2.52, -0.16], [-3.43, 1.61, -0.85], [-3.12, 0.79, 0.64], [-3.28, 2.53, 0.67], [-1.05, 2.86, 0.20], [-1.14, 1.83, -1.17], [-1.14, 0.47, 1.55], [0.31, 1.34, 1.20], [-0.65, -0.93, -0.57], [2.08, 0.13, 0.39], [1.37, -1.89, -1.63], [2.20, -2.75, 0.79], [3.69, -2.14, 0.10], [2.79, -3.44, -0.74]],
  "smiles": "CCC/C=C/NC",
  "lumo_energy_ev": 1.228,
  "max_force_ev_per_a": 0.9,
  "gap_ev": 9.4151
}

---

No. 4
{
  "formula": "C12H16F7INO5",
  "method": "ωB97M-V/def2-TZVPD",
  "species": ["O", "C", "I", "C", "N", "C", "C", "F", "H", "H", "H", "H", "H", "H", "C", "C", "O", "C", "O", "C", "F", "F", "F", "H", "H", "H", "H", "H", "C", "C", "O", "C", "O", "C", "F", "F", "F", "H", "H", "H", "H", "H"],
  "positions_angstrom": [[-2.25, -1.49, 3.16], [-1.87, -1.49, 2.08], [-2.00, 0.35, 0.94], [-1.30, -2.77, 1.45], [-0.94, -2.56, 0.10], [-0.93, -3.78, -0.64], [-2.39, -4.30, -0.93], [-3.23, -3.21, -1.07], [-0.41, -3.04, 2.08], [-2.07, -3.55, 1.63], [-0.31, -4.59, -0.16], [-0.44, -3.55, -1.59], [-2.46, -4.92, -1.82], [-2.72, -4.85, -0.04], [1.10, 1.60, 4.27], [0.32, 2.52, 5.17], [0.94, 3.82, 5.27], [0.69, 4.67, 4.28], [0.00, 4.46, 3.32], [1.38, 6.01, 4.56], [2.65, 5.84, 4.97], [0.73, 6.69, 5.52], [1.42, 6.78, 3.47], [2.14, 1.54, 4.59], [0.67, 0.60, 4.27], [1.11, 1.97, 3.24], [0.30, 2.12, 6.19], [-0.72, 2.61, 4.85], [-0.17, 1.29, -5.31], [1.24, 0.79, -5.10], [1.24, -0.47, -4.41], [1.02, -1.55, -5.15], [0.82, -1.56, -6.33], [1.09, -2.80, -4.27], [0.42, -2.63, -3.13], [2.37, -3.10, -3.96], [0.57, -3.87, -4.89], [-0.70, 1.35, -4.36], [-0.16, 2.29, -5.76], [-0.73, 0.63, -5.96], [1.80, 1.48, -4.47], [1.78, 0.70, -6.04]],
  "lumo_energy_ev": 2.567,
  "charge": -1,
  "max_force_ev_per_a": 4.5,
  "gap_ev": 4.6903
}